{
  "formula": "C37H41BF48N2O7",
  "method": "ωB97M-V/def2-TZVPD",
  "fmax_ev_per_a": 0.88,
  "smiles": "FC(F)C(F)(F)COC(F)(F)C(F)F.FC(F)C(F)(F)COC(F)(F)C(F)F.FC(F)C(F)(F)COC(F)(F)C(F)F.FC(F)C(F)(F)COC(F)(F)C(F)F.FC(F)C(F)(F)COC(F)(F)C(F)F.FC(F)C(F)(F)COC(F)(F)C(F)F.[H]/N=C/CB(CCN)CCCO",
  "multiplicity": 1,
  "e_tot_ha": -6889.09078,
  "homo_energy_ev": -9.03,
  "homo_lumo_gap_ev": 9.45,
  "e_lumo_ev": 0.43,
  "elements": ["F", "C", "F", "C", "F", "F", "C", "O", "C", "F", "F", "C", "F", "F", "H", "H", "H", "H", "F", "C", "F", "C", "F", "F", "C", "O", "C", "F", "F", "C", "F", "F", "H", "H", "H", "H", "F", "C", "F", "C", "F", "F", "C", "O", "C", "F", "F", "C", "F", "F", "H", "H", "H", "H", "F", "C", "F", "C", "F", "F", "C", "O", "C", "F", "F", "C", "F", "F", "H", "H", "H", "H", "F", "C", "F", "C", "F", "F", "C", "O", "C", "F", "F", "C", "F", "F", "H", "H", "H", "H", "F", "C", "F", "C", "F", "F", "C", "O", "C", "F", "F", "C", "F", "F", "H", "H", "H", "H", "H", "N", "C", "C", "B", "C", "C", "N", "C", "C", "C", "O", "H", "H", "H", "H", "H", "H", "H", "H", "H", "H", "H", "H", "H", "H", "H", "H"],
  "xyz": [[1.32711, 2.68936, -0.64635], [2.36158, 3.46868, -1.02872], [3.24216, 2.69435, -1.70277], [3.08207, 4.09788, 0.16650], [3.75045, 3.15215, 0.86140], [4.01186, 4.92810, -0.39146], [2.26817, 4.97630, 1.12423], [1.74838, 4.39742, 2.30674], [0.56786, 3.70747, 2.32368], [-0.15019, 3.91103, 1.20048], [-0.17004, 4.18312, 3.35220], [0.75776, 2.21411, 2.61829], [1.64055, 1.65058, 1.77612], [-0.44458, 1.59617, 2.47584], [1.98933, 4.24629, -1.70206], [2.98689, 5.70305, 1.49778], [1.50422, 5.54060, 0.58848], [1.10314, 2.07244, 3.64394], [7.72754, -3.28756, -8.55390], [7.72372, -4.52656, -9.09059], [6.44136, -4.94155, -9.18469], [8.49505, -5.52982, -8.22620], [7.82457, -5.77430, -7.08104], [8.49001, -6.68401, -8.95701], [9.97172, -5.24523, -7.92023], [10.31011, -4.61209, -6.69944], [10.27446, -3.25161, -6.54780], [10.19104, -2.61094, -7.73115], [11.44198, -2.88606, -5.97278], [9.17398, -2.80078, -5.57874], [7.97715, -3.31806, -5.91382], [9.07551, -1.44886, -5.62779], [8.15736, -4.48433, -10.09368], [10.41830, -6.23265, -7.82107], [10.46412, -4.76439, -8.76613], [9.41618, -3.11182, -4.56069], [1.45148, -6.72045, -1.93222], [0.47205, -6.05473, -2.57929], [-0.64838, -6.81230, -2.54351], [0.83017, -5.78789, -4.04365], [0.82687, -6.94463, -4.74308], [-0.19875, -5.02686, -4.51590], [2.10761, -4.99602, -4.34672], [3.29877, -5.70377, -4.64560], [4.12590, -6.19511, -3.67387], [3.84910, -5.67731, -2.45990], [5.38367, -5.81050, -3.99715], [4.16107, -7.72939, -3.64586], [2.92220, -8.25065, -3.57316], [4.85913, -8.12507, -2.55523], [0.27707, -5.11025, -2.06368], [1.89123, -4.47196, -5.27629], [2.28393, -4.22306, -3.59788], [4.65287, -8.10059, -4.54732], [-0.99882, 5.01745, 9.09978], [-1.07082, 3.79331, 9.66014], [0.18890, 3.36324, 9.90268], [-1.75826, 2.78034, 8.74009], [-0.97028, 2.50089, 7.67931], [-1.84715, 1.64192, 9.49155], [-3.18786, 3.07633, 8.27084], [-3.38320, 3.68330, 7.01092], [-3.31807, 5.03943, 6.82688], [-3.35334, 5.71208, 7.99684], [-4.41667, 5.39314, 6.12586], [-2.12145, 5.45591, 5.96275], [-0.96703, 4.94556, 6.43627], [-2.02466, 6.80627, 5.96713], [-1.60974, 3.86282, 10.60927], [-3.63557, 2.09203, 8.14491], [-3.76123, 3.58167, 9.04916], [-2.26921, 5.10520, 4.93871], [-5.74808, 3.53865, 4.37421], [-6.53689, 2.59287, 4.92166], [-6.32105, 2.58512, 6.25598], [-6.21940, 1.20568, 4.35061], [-5.01528, 0.77919, 4.78244], [-7.15858, 0.36449, 4.89111], [-6.33812, 1.00425, 2.83281], [-5.17756, 1.10126, 2.02877], [-4.69446, 2.29750, 1.56013], [-5.59975, 3.28957, 1.68725], [-4.45973, 2.13433, 0.23994], [-3.34226, 2.66605, 2.18327], [-3.38701, 2.61342, 3.53043], [-3.02774, 3.93199, 1.82039], [-7.58413, 2.85082, 4.73754], [-6.62243, -0.04116, 2.72764], [-7.15943, 1.59217, 2.42167], [-2.57027, 1.98513, 1.83064], [-11.63021, 1.02699, 9.39072], [-12.34317, -0.08696, 9.65323], [-12.22632, -0.36551, 10.97090], [-11.83648, -1.29448, 8.85795], [-10.62880, -1.68612, 9.31501], [-12.72533, -2.29121, 9.14791], [-11.81388, -1.20015, 7.32710], [-10.61147, -0.83624, 6.67486], [-10.23112, 0.46900, 6.50666], [-11.24459, 1.32549, 6.75348], [-9.90391, 0.61560, 5.20193], [-8.97625, 0.82802, 7.31975], [-9.13614, 0.49617, 8.61724], [-8.77695, 2.16438, 7.23744], [-13.39625, 0.09777, 9.42246], [-11.97521, -2.22416, 6.99576], [-12.65780, -0.61676, 6.95711], [-8.09830, 0.31533, 6.93652], [5.71249, -0.52343, -3.23613], [5.27600, -0.26465, -4.12047], [6.14561, -0.25551, -5.05943], [5.81801, 0.08072, -6.47958], [4.29090, 0.48398, -6.69057], [3.25942, -0.63637, -7.11867], [2.66616, -1.39447, -5.90020], [1.19836, -1.45733, -5.86414], [3.82488, 1.98979, -6.51857], [3.44681, 2.36817, -5.06928], [1.95165, 2.20432, -4.82338], [1.19193, 3.27128, -5.39276], [7.18670, -0.48641, -4.83478], [6.43209, 0.95147, -6.74323], [6.12779, -0.74917, -7.12108], [2.44117, -0.19818, -7.69535], [3.76268, -1.35705, -7.76751], [3.02471, -0.97647, -4.95950], [3.02848, -2.42521, -5.93276], [0.78326, -1.17801, -6.74245], [0.81082, -0.88010, -5.13070], [4.62574, 2.63300, -6.89366], [2.95021, 2.14674, -7.15684], [3.95463, 1.73733, -4.34067], [3.74321, 3.39706, -4.85415], [1.64474, 1.26638, -5.29461], [1.77016, 2.17160, -3.74980], [0.91336, 3.02317, -6.28267]],
  "forces_ev_per_a": [[0.1, 0.0, 0.0], [-0.1, 0.0, -0.3], [0.0, 0.0, 0.0], [0.1, -0.3, 0.4], [-0.1, 0.0, -0.1], [0.0, 0.1, -0.1], [-0.1, 0.7, 0.1], [0.1, -0.6, -0.1], [0.0, 0.4, -0.2], [0.1, -0.1, 0.1], [0.0, 0.1, 0.1], [0.1, -0.2, 0.2], [-0.1, 0.0, 0.0], [0.1, 0.0, -0.1], [0.0, 0.0, 0.0], [0.0, 0.0, 0.0], [0.0, -0.2, -0.1], [0.0, 0.1, 0.0], [0.0, -0.1, 0.0], [-0.1, 0.0, -0.2], [0.0, 0.0, 0.0], [-0.1, 0.1, 0.5], [0.0, 0.0, -0.1], [0.1, 0.0, -0.1], [0.6, -0.2, -0.2], [-0.6, 0.2, 0.2], [0.3, -0.2, -0.3], [0.0, 0.0, 0.1], [0.0, 0.1, 0.0], [-0.2, 0.0, 0.2], [0.0, 0.0, -0.1], [0.2, -0.1, 0.0], [0.0, 0.0, 0.0], [0.0, 0.0, 0.0], [-0.2, 0.1, 0.0], [0.1, 0.0, 0.0], [0.0, 0.0, -0.1], [-0.1, 0.1, 0.1], [0.0, 0.0, 0.0], [0.2, -0.3, -0.3], [0.0, 0.1, 0.1], [0.0, 0.1, 0.1], [0.2, 0.7, -0.2], [-0.2, -0.6, 0.2], [-0.1, 0.4, -0.1], [0.0, -0.1, -0.1], [0.1, 0.0, 0.1], [0.1, -0.2, 0.0], [0.0, 0.0, 0.1], [0.0, 0.0, -0.1], [0.0, 0.0, 0.0], [-0.1, 0.0, 0.0], [-0.1, -0.1, 0.2], [0.0, 0.0, 0.0], [0.0, -0.1, 0.0], [0.0, 0.0, 0.2], [0.0, 0.0, 0.0], [0.1, 0.0, -0.5], [0.0, 0.0, 0.1], [-0.1, 0.0, 0.1], [-0.6, -0.2, 0.2], [0.6, 0.2, -0.2], [-0.3, -0.2, 0.2], [0.1, -0.1, -0.1], [0.0, 0.1, 0.1], [0.2, 0.0, -0.3], [-0.1, 0.1, 0.1], [0.0, 0.0, 0.0], [0.0, 0.0, 0.0], [0.0, 0.0, 0.0], [0.2, 0.1, 0.1], [0.0, 0.0, 0.0], [0.0, -0.1, 0.0], [-0.2, 0.2, 0.0], [0.1, -0.1, -0.1], [0.5, -0.1, -0.2], [0.0, 0.1, 0.0], [0.0, 0.1, 0.0], [-0.4, -0.2, -0.5], [0.4, 0.2, 0.4], [-0.4, -0.2, 0.0], [0.1, -0.1, 0.0], [0.0, 0.1, -0.1], [0.2, 0.1, 0.1], [-0.1, 0.1, 0.0], [0.0, 0.0, 0.0], [0.0, 0.0, 0.0], [0.0, 0.0, 0.0], [0.0, 0.2, 0.1], [0.0, 0.0, -0.1], [0.0, -0.1, 0.0], [-0.1, 0.0, 0.1], [0.0, 0.0, 0.0], [0.5, 0.0, 0.0], [-0.1, 0.1, 0.0], [-0.1, 0.0, 0.0], [-0.4, -0.2, -0.5], [0.4, 0.2, 0.5], [-0.4, -0.2, -0.1], [0.1, -0.1, 0.0], [0.0, 0.1, 0.0], [0.1, 0.0, 0.2], [-0.1, 0.1, -0.1], [-0.2, 0.0, 0.0], [0.0, 0.0, 0.0], [0.0, 0.0, 0.0], [0.0, 0.1, 0.2], [0.0, -0.1, -0.1], [0.0, 0.1, 0.0], [0.3, -0.1, -0.7], [-0.3, -0.1, 0.8], [-0.3, 0.5, 0.1], [-0.3, -0.2, 0.1], [0.2, 0.1, -0.1], [-0.2, -0.2, 0.0], [0.0, 0.0, 0.1], [0.2, -0.4, -0.2], [0.0, 0.0, 0.1], [0.4, 0.1, -0.5], [-0.2, 0.0, 0.0], [0.0, 0.0, -0.1], [0.2, -0.2, -0.1], [0.1, 0.0, 0.0], [-0.1, 0.0, 0.0], [-0.1, 0.0, -0.1], [0.0, 0.0, 0.0], [0.2, 0.1, 0.0], [0.0, 0.0, 0.0], [0.0, 0.0, -0.1], [0.0, 0.1, 0.1], [0.0, 0.2, -0.1], [0.1, 0.0, -0.1], [-0.1, 0.0, 0.0], [-0.1, -0.2, 0.3], [-0.3, 0.0, -0.1], [0.1, 0.1, 0.3]],
  "lowdin_charge": [0.093, -0.302, 0.095, -0.441, 0.134, 0.103, -0.040, 0.059, -0.538, 0.145, 0.140, -0.268, 0.107, 0.086, 0.177, 0.151, 0.149, 0.179, 0.090, -0.303, 0.101, -0.443, 0.135, 0.101, -0.041, 0.054, -0.541, 0.148, 0.145, -0.274, 0.098, 0.083, 0.173, 0.150, 0.148, 0.177, 0.094, -0.303, 0.097, -0.442, 0.131, 0.102, -0.045, 0.052, -0.542, 0.147, 0.137, -0.284, 0.101, 0.097, 0.173, 0.135, 0.149, 0.174, 0.097, -0.305, 0.097, -0.440, 0.132, 0.099, -0.044, 0.044, -0.536, 0.147, 0.142, -0.282, 0.097, 0.100, 0.173, 0.149, 0.150, 0.163, 0.098, -0.298, 0.093, -0.425, 0.139, 0.080, -0.040, 0.054, -0.533, 0.149, 0.147, -0.286, 0.098, 0.097, 0.174, 0.150, 0.150, 0.156, 0.096, -0.306, 0.100, -0.443, 0.136, 0.099, -0.043, 0.053, -0.532, 0.147, 0.135, -0.280, 0.103, 0.095, 0.173, 0.150, 0.148, 0.157, 0.059, 0.108, -0.220, -0.093, -0.286, -0.102, -0.279, -0.005, -0.106, -0.185, -0.253, -0.066, 0.092, 0.111, 0.103, 0.091, 0.096, 0.084, 0.089, 0.059, 0.053, 0.102, 0.093, 0.077, 0.115, 0.102, 0.101, 0.081]
}